No. 1
Computed, not measured: one molecule with the formula C4H5NO2 in a non-equilibrium geometry, with ωB97M-V with the def2-TZVPD basis set.

XYZ file:
```
12
C4H5NO2 | the OMol25 dataset | ωB97M-V with the def2-TZVPD basis set
C 0.90125 0.12557 -0.94504
C 1.56676 -0.50919 0.15138
C -1.12824 0.44702 0.39189
C -0.51232 -0.00263 -0.94529
N -0.87641 -0.07575 1.51897
O -1.29425 -0.25625 2.63352
O 1.05679 -1.00812 1.14283
H 1.28181 0.69393 -1.74618
H 2.80620 -0.31581 0.21682
H -1.88716 1.32627 0.34179
H -0.99340 0.63714 -1.66794
H -0.92102 -1.06218 -1.09275
```

The HOMO energy (alpha / beta) comes out at -8.3 / -9.2 eV. Its multiplicity is 1. As for the max |F|: 5.032 eV/Å. The calculation puts the total energy at -9808.1093 eV.

natural (NBO) population analysis, charges in e, atoms 1 to 4: C -0.17; C 0.29; C -0.07; C -0.50

=====

No. 2
Computed, not measured: an isolated ion of composition C3H4N3S and charge +1 in a non-equilibrium geometry, with ωB97M-V with the def2-TZVPD basis set.

XYZ file:
```
11
C3H4N3S | the OMol25 dataset | ωB97M-V with the def2-TZVPD basis set
C -0.29599 -0.15517 0.37886
C -0.26529 1.29160 -1.34556
C 0.27748 -1.19067 1.21721
N -1.28456 1.65495 -0.36593
N -1.15872 0.85899 0.55955
N 0.24214 0.12102 -0.86750
S -0.16987 2.08975 -2.75540
H 1.05811 -0.63901 1.72763
H 0.98730 -1.96125 0.76064
H -0.41729 -1.55309 1.92843
H 1.02669 -0.51713 -1.23791
```

The HOMO energy comes out at -14.7 eV. The SMILES is CC1=[NH+]C(=S)N=N1. Its multiplicity is 1. As for the max |F|: 6.307 eV/Å. The calculation puts the total energy at -18470.8121 eV. As for the charge: +1.

natural (NBO) population analysis, charges in e, atoms 1 to 4: C 0.57; C -0.01; C -0.72; N 0.02

=====

No. 3
Computed, not measured: C20H24GeN2OPdS2 as an isolated structure, with ωB97M-V with the def2-TZVPD basis set.

XYZ file:
```
51
C20H24GeN2OPdS2 | the OMol25 dataset | ωB97M-V with the def2-TZVPD basis set
Pd 0.83023 -0.39157 -0.60284
C 4.17799 0.25772 2.31045
C 3.20712 0.48551 1.18277
N 2.53311 -0.49249 0.67867
N 2.67951 -1.74184 1.27067
C 1.61034 -2.44660 1.33130
S -0.01074 -1.97444 0.82148
S 1.73986 -4.08242 1.98887
C 3.29116 -4.58833 1.17816
C 3.13410 -4.62611 -0.31619
C 3.67357 -3.63055 -1.12152
C 3.46362 -3.64534 -2.49596
C 2.71703 -4.65878 -3.07581
C 2.17974 -5.66265 -2.27713
C 2.38671 -5.64267 -0.90931
C 3.01727 1.83684 0.66743
C 4.09572 2.73650 0.74550
C 3.99517 4.04383 0.33772
C 2.75589 4.50525 -0.12500
C 1.67346 3.66523 -0.18539
C 1.75643 2.29788 0.17982
O 0.67847 1.57023 0.08163
H 3.84550 -0.55668 2.94594
H 4.29638 1.16298 2.89895
H 5.15368 -0.02129 1.90415
H 3.47952 -5.58580 1.57807
H 4.09815 -3.93144 1.49243
H 4.25347 -2.83746 -0.66679
H 3.89656 -2.86656 -3.11278
H 2.56174 -4.68049 -4.14659
H 1.60271 -6.46166 -2.72467
H 1.95420 -6.41614 -0.28510
H 5.04620 2.37861 1.12227
H 4.85081 4.70274 0.38662
H 2.64480 5.53725 -0.43566
H 0.70909 4.01707 -0.52914
C -1.02046 0.29661 -3.83286
Ge 0.70002 -0.59349 -3.60428
C 1.05785 -1.82676 -5.07370
C 2.15101 0.69611 -3.38316
C 0.49592 -1.60966 -1.87456
H -0.97738 0.96896 -4.69142
H -1.25763 0.88084 -2.94457
H -1.81506 -0.42886 -4.00454
H 0.98261 -1.26306 -6.00554
H 0.32587 -2.63288 -5.09713
H 2.05746 -2.25186 -5.00809
H 2.42008 1.10647 -4.35754
H 3.03327 0.22267 -2.95265
H 1.84981 1.52406 -2.73764
H 0.15210 -2.64240 -1.81900
```

The HOMO energy comes out at -7.6 eV. Its multiplicity is 1. As for the max |F|: 0.584 eV/Å. The calculation puts the total energy at -107820.2596 eV.

natural (NBO) population analysis, charges in e, atoms 1 to 4: Pd 0.86; C -0.69; C 0.36; N -0.39

=====

No. 4
Computed, not measured: a 7-piece molecular cluster, H14O7 overall in a non-equilibrium geometry, with ωB97M-V with the def2-TZVPD basis set.

XYZ file:
```
21
H14O7 | the OMol25 dataset | ωB97M-V with the def2-TZVPD basis set
H 2.45364 1.81081 2.69488
H 2.01882 2.29418 1.23642
H -0.02338 1.78338 -0.26963
H 0.57074 2.72367 -1.23954
H 2.51275 0.60903 0.35484
H 3.30445 1.15259 -0.72840
H -0.99910 -3.51591 -0.85664
H -0.83649 -2.01439 -0.79570
H -3.48526 -0.95991 -0.22187
H -2.84379 -2.18079 0.27533
H -1.34465 0.06538 -0.66370
H -2.31353 -0.07620 0.42258
H 0.43640 -0.41555 0.57164
H 1.26063 -0.68833 -0.54519
O 2.03866 1.57499 1.85649
O 0.87060 2.13772 -0.55128
O 3.03693 0.30595 -0.37300
O -1.43490 -2.69926 -1.17760
O -3.64721 -1.65928 0.48600
O -1.92867 0.58631 -0.18805
O 0.35336 -0.83439 -0.28758
```

The HOMO energy comes out at -11.2 eV. The SMILES is O.O.O.O.O.O.O. Its multiplicity is 1. As for the max |F|: 3.105 eV/Å. The calculation puts the total energy at -14559.8148 eV.

natural (NBO) population analysis, charges in e, atoms 1 to 4: H 0.49; H 0.50; H 0.50; H 0.48

=====

No. 5
Computed, not measured: a 2-piece molecular cluster, C5H9Cl overall in a non-equilibrium geometry, with ωB97M-V with the def2-TZVPD basis set.

XYZ file:
```
15
C5H9Cl | the OMol25 dataset | ωB97M-V with the def2-TZVPD basis set
C -1.17071 1.01453 -0.25297
C -0.61848 -0.21512 -0.90616
C 0.29126 0.83988 -0.51549
C -0.49687 -2.07556 0.59893
C 1.40703 0.93048 0.50549
Cl 0.92101 1.74581 -1.94142
H -1.71287 1.70015 -0.75912
H -1.56602 1.01379 0.70907
H -0.83327 -0.65602 -1.86974
H -0.98834 -1.60152 1.40340
H 0.57691 -2.19286 0.36715
H -1.04839 -3.03637 0.31857
H 1.12061 0.30626 1.26960
H 1.72843 1.82990 0.89015
H 2.38971 0.39666 0.18253
```

The HOMO energy comes out at -8.7 eV. Its multiplicity is 1. As for the max |F|: 4.363 eV/Å. The calculation puts the total energy at -17848.5928 eV.

natural (NBO) population analysis, charges in e, atoms 1 to 4: C -0.46; C -0.14; C -0.06; C -0.58

=====

No. 6
Computed, not measured: one molecule with the formula C5H5N in a non-equilibrium geometry, with ωB97M-V with the def2-TZVPD basis set.

XYZ file:
```
11
C5H5N | the OMol25 dataset | ωB97M-V with the def2-TZVPD basis set
C 2.06519 -0.38530 -0.27638
C 1.10747 -0.61375 0.64918
C -2.17562 -0.24965 0.41004
C 0.96920 0.30373 -0.86863
C 0.23959 0.59701 0.37549
N -1.37118 0.64363 0.56839
H 3.05594 -0.62544 -0.68849
H -3.27186 -0.03496 0.52819
H -1.75379 -1.31456 0.24212
H 0.49338 0.27092 -1.85413
H 0.64168 1.40837 0.91421
```

The HOMO energy comes out at -8.5 eV. The SMILES is C=N[C@H]1C2=C[C@@H]21. Its multiplicity is 1. As for the max |F|: 6.486 eV/Å. The calculation puts the total energy at -6749.8485 eV.

natural (NBO) population analysis, charges in e, atoms 1 to 4: C -0.25; C -0.04; C -0.05; C -0.13

=====

No. 7
Computed, not measured: CH2N2O3S as an isolated structure in a non-equilibrium geometry, with ωB97M-V with the def2-TZVPD basis set.

XYZ file:
```
9
CH2N2O3S | the OMol25 dataset | ωB97M-V with the def2-TZVPD basis set
C -1.22696 -0.54989 0.19803
N -0.48484 0.01782 1.17837
N 1.46233 -0.05134 -0.64341
O -1.17795 -0.08341 -0.96675
O -1.99401 -1.53116 0.57581
O 1.22759 1.95557 1.09458
S 0.24179 1.07755 0.24286
H 0.99331 -0.05744 -1.52964
H 0.95874 -0.77770 -0.14984
```

The HOMO energy comes out at 1.0 eV. Its multiplicity is 1. As for the max |F|: 6.485 eV/Å. The calculation puts the total energy at -21024.5231 eV. As for the charge: -2.

natural (NBO) population analysis, charges in e, atoms 1 to 4: C 0.77; N -0.99; N -1.06; O -0.84

=====

No. 8
Computed, not measured: a 11-piece molecular cluster, C11H32IN10O24P overall, with ωB97M-V with the def2-TZVPD basis set.

XYZ file:
```
79
C11H32IN10O24P | the OMol25 dataset | ωB97M-V with the def2-TZVPD basis set
O 7.51012 -3.12746 2.53788
C 6.72044 -3.57154 1.76571
O 6.98542 -4.52332 0.84572
O 5.44429 -3.15493 1.68526
P 4.26596 -4.12924 0.95661
O 3.03325 -3.19787 1.42830
I 4.05258 -5.95462 2.63408
H 7.78898 -4.97826 1.13272
H 3.26338 -2.26722 1.25040
C 3.86999 -0.20757 -2.23565
N 4.07331 -1.19005 -1.14298
O 4.38760 -2.32552 -1.43415
O 3.86817 -0.80304 -0.00471
H 4.08066 -0.69890 -3.17810
H 2.84272 0.12932 -2.17850
H 4.53905 0.62873 -2.06222
C 0.11324 3.36080 -1.22888
N 1.04697 2.20695 -1.22303
O 2.08060 2.28772 -1.85844
O 0.71736 1.21964 -0.59700
H 0.55229 4.14518 -1.83376
H -0.82852 3.00834 -1.63793
H -0.02442 3.66379 -0.19708
C -4.16101 1.47569 0.98142
N -3.05322 2.03970 0.16552
O -3.20171 2.14738 -1.03437
O -2.04497 2.36149 0.76473
H -4.97952 1.22920 0.31586
H -3.76850 0.59898 1.48568
H -4.43916 2.22635 1.71154
C -5.89520 0.39763 5.84384
N -5.66565 1.41176 4.78135
O -4.95656 1.10260 3.84084
O -6.19689 2.49107 4.91714
H -5.34139 -0.49451 5.57647
H -5.54462 0.82428 6.77875
H -6.96136 0.21834 5.89940
C 0.29258 1.12637 3.08074
N -0.14645 0.93766 4.49153
O -1.27680 0.53997 4.68483
O 0.66197 1.19902 5.35695
H -0.53149 0.86806 2.42721
H 0.57206 2.16961 2.96978
H 1.15424 0.48537 2.92036
C 2.08235 2.64906 -6.30694
N 1.71376 1.98890 -5.02489
O 0.68711 2.32770 -4.48072
O 2.47978 1.14140 -4.60099
H 1.30711 3.36443 -6.55158
H 3.04264 3.13570 -6.15339
H 2.16548 1.86701 -7.05571
C -9.54657 -0.22917 9.46370
N -8.50538 0.38338 8.59358
O -8.74155 0.48472 7.40608
O -7.48052 0.74190 9.13175
H -10.39340 -0.49505 8.84331
H -9.09875 -1.09916 9.93416
H -9.81039 0.50934 10.21451
C 0.76844 -2.14176 -2.22158
N -0.63147 -2.30944 -2.69931
O -0.80019 -2.51962 -3.88554
O -1.51217 -2.22269 -1.87469
H 1.43309 -2.26079 -3.06984
H 0.83402 -1.14697 -1.78518
H 0.94737 -2.90106 -1.46491
C -0.56921 -5.09676 -5.98546
N 0.65456 -4.75664 -6.76182
O 0.57399 -4.72427 -7.97147
O 1.65967 -4.52496 -6.12110
H -1.37807 -5.27507 -6.68328
H -0.34203 -5.98169 -5.39850
H -0.77006 -4.25075 -5.33595
C 4.82610 3.29623 -3.13290
N 5.05367 4.64564 -3.71567
O 4.51122 4.89480 -4.77653
O 5.75959 5.40680 -3.09512
H 4.17120 2.74947 -3.79971
H 5.79478 2.81274 -3.03934
H 4.36794 3.42995 -2.15787
```

The HOMO energy comes out at -8.9 eV. The SMILES is C[N+](=O)[O-].C[N+](=O)[O-].C[N+](=O)[O-].C[N+](=O)[O-].C[N+](=O)[O-].C[N+](=O)[O-].C[N+](=O)[O-].C[N+](=O)[O-].C[N+](=O)[O-].C[N+](=O)[O-].O=C(O)OP(O)I. Its multiplicity is 1. As for the max |F|: 0.347 eV/Å. The calculation puts the total energy at -93330.8591 eV.

Mulliken population analysis, charges in e, atoms 1 to 4: O -0.51; C 0.72; O -0.44; O -0.21